(1)
ORCA calculation (the ωB97M-V functional and the def2-TZVPD basis) on a cluster of 2 separate species, C4H7N5S in total in a non-equilibrium geometry.

Energy relative to the best compared isomer or geometry (same formula, charge and spin) in kcal/mol: 92.5
HOMO energy in eV: -7.77

Geometry (Å):
C -0.94 0.81 -1.99
C 0.95 -0.43 -1.95
C 0.42 0.39 1.88
C 0.62 -1.65 0.52
N -0.38 -0.50 -2.22
N -0.03 1.57 -1.55
N 1.13 0.85 -1.60
N -0.80 -0.16 1.27
N -0.59 -1.28 0.55
S 1.86 -0.62 1.26
H -1.94 1.19 -2.12
H 0.38 1.55 1.65
H 0.27 0.38 2.94
H 0.80 -2.58 0.15
H 1.87 1.35 -1.14
H -1.55 0.40 0.88
H -1.08 -1.19 -2.45

***

(2)
ORCA calculation (the ωB97M-V functional and the def2-TZVPD basis) on an isolated molecule of C4H7NO in a non-equilibrium geometry.

Energy relative to the best compared isomer or geometry (same formula, charge and spin) in kcal/mol: 47.1
HOMO energy in eV: -10.88

Geometry (Å):
C -0.81 1.10 0.02
C 0.48 0.32 -0.20
O 1.57 0.75 0.60
C 0.36 -1.14 0.24
C -1.15 -2.29 -1.40
N -0.68 -1.85 -0.43
H -0.69 2.15 -0.27
H -1.62 0.68 -0.59
H -1.12 1.06 1.07
H 0.77 0.38 -1.25
H 1.48 1.68 0.84
H 0.08 -1.20 1.28
H 1.33 -1.64 0.10

***

(3)
ORCA calculation (the ωB97M-V functional and the def2-TZVPD basis) on an isolated molecule of C4H7NO in a non-equilibrium geometry.

Energy relative to the best compared isomer or geometry (same formula, charge and spin) in kcal/mol: 45.4
HOMO energy in eV: -8.76
SMILES string: N[C@H]1C=COC1

Geometry (Å):
N 1.67 -0.13 -0.54
C 0.54 -0.12 0.44
C -0.38 1.13 0.28
C -1.50 0.68 -0.21
O -1.59 -0.68 -0.36
C -0.42 -1.27 0.15
H 2.50 0.37 -0.07
H 1.37 0.50 -1.36
H 1.01 -0.23 1.38
H -0.10 2.14 0.36
H -2.35 1.28 -0.60
H -0.02 -1.95 -0.57
H -0.72 -1.73 1.11